10
Properties=species:S:1:pos:R:3:lowdin_charge:R:1 method="wB97M-V/def2-TZVPD" total_charge=-1 fmax_ev_per_a=5.59 multiplicity=1 lumo_ev=3.846 total_energy_ha=-737.0605 de_lowest_kj_mol=185.1 homo_ha=-0.1503 orbital_gap_ev=7.934
C -1.60 -0.14 -0.10 -0.727
N -0.35 -0.63 -0.21 -0.124
O -2.67 -0.76 -0.21 -0.039
O -1.63 1.18 0.40 0.021
O 1.17 1.56 0.21 -0.525
O 2.29 -0.72 0.17 -0.392
P 1.24 0.33 -0.63 0.494
H -0.14 -1.89 -1.02 0.257
H -0.70 1.43 0.29 0.004
H 2.39 -0.35 1.08 0.033



170
Properties=species:S:1:pos:R:3:lowdin_charge:R:1 method="wB97M-V/def2-TZVPD" total_charge=-1 fmax_ev_per_a=1.88 multiplicity=1 lumo_ev=1.340 total_energy_ha=-6930.7238 de_lowest_kj_mol=50.0 homo_ha=-0.2037 orbital_gap_ev=6.883
C 4.82 -0.93 4.23 -0.089
C 3.38 -1.03 4.68 -0.303
O 2.47 -1.39 3.64 -0.207
P 1.82 -0.10 2.90 0.484
O 2.90 0.76 2.44 -0.240
C 0.67 0.63 4.07 -0.210
C -0.09 1.88 3.52 -0.223
C 0.88 3.05 3.24 -0.129
B 0.15 4.53 3.20 -0.568
C 1.40 5.66 3.32 -0.121
C 2.70 5.23 2.74 -0.322
N 3.74 4.90 3.36 0.057
C -0.83 4.80 4.50 -0.115
C -2.35 4.95 4.24 -0.226
C -3.13 3.64 4.12 -0.204
C -4.49 3.90 3.43 -0.200
C -5.68 3.28 4.18 -0.193
C -6.90 3.10 3.23 -0.173
C -7.18 1.61 3.04 -0.245
O -6.01 0.99 2.53 -0.188
C -5.60 -0.16 3.24 -0.110
C -0.54 4.78 1.75 -0.516
F 0.36 4.59 0.72 0.060
F -1.00 6.02 1.52 0.092
F -1.55 3.93 1.43 0.092
O 0.98 -0.77 1.73 -0.200
C 0.95 0.03 0.52 -0.242
C -0.43 -0.17 -0.12 -0.055
H 5.47 -0.96 5.10 0.071
H 5.00 -0.02 3.67 0.058
H 5.11 -1.76 3.58 0.077
H 3.12 -0.11 5.20 0.104
H 3.32 -1.82 5.43 0.111
H -0.10 -0.13 4.24 0.091
H 1.12 0.81 5.04 0.086
H -0.83 2.11 4.28 0.081
H -0.51 1.56 2.57 0.098
H 1.63 3.02 4.03 0.099
H 1.35 2.83 2.29 0.076
H 1.60 5.90 4.37 0.085
H 1.14 6.61 2.84 0.096
H 2.76 5.23 1.65 0.099
H 3.55 4.97 4.36 0.030
H -0.72 4.03 5.26 0.090
H -0.53 5.72 5.00 0.079
H -2.78 5.46 5.11 0.102
H -2.60 5.57 3.39 0.091
H -3.31 3.20 5.10 0.104
H -2.63 2.91 3.50 0.086
H -4.69 4.96 3.35 0.105
H -4.48 3.49 2.43 0.105
H -5.44 2.33 4.64 0.094
H -6.00 4.01 4.92 0.103
H -7.79 3.55 3.65 0.103
H -6.71 3.55 2.26 0.107
H -7.49 1.22 4.00 0.116
H -7.98 1.48 2.31 0.100
H -4.53 -0.30 3.11 0.086
H -5.78 -0.07 4.30 0.082
H -6.10 -1.04 2.83 0.073
H 1.71 -0.36 -0.15 0.093
H 1.09 1.08 0.71 0.097
H -0.78 0.80 -0.46 0.074
H -0.36 -0.90 -0.92 0.053
H -1.10 -0.53 0.66 0.072
O -9.47 -0.72 2.72 -0.276
S -9.94 -1.04 1.40 0.564
O -10.84 -0.17 0.70 -0.273
O -10.53 -2.52 1.41 -0.263
C -11.54 -2.83 2.39 -0.255
C -12.90 -2.28 2.00 -0.070
C -8.55 -1.36 0.37 -0.115
H -11.23 -2.46 3.37 0.114
H -11.58 -3.91 2.44 0.120
H -12.92 -1.20 2.03 0.073
H -13.67 -2.65 2.69 0.074
H -13.17 -2.59 0.99 0.086
H -7.88 -2.05 0.88 0.072
H -8.05 -0.41 0.19 0.078
H -8.90 -1.78 -0.57 0.073
O 0.64 -0.26 -3.36 -0.264
S 1.37 -0.31 -4.58 0.565
O 2.78 -0.59 -4.58 -0.280
O 1.11 1.03 -5.40 -0.261
C 1.33 2.28 -4.71 -0.244
C 2.80 2.63 -4.61 -0.070
C 0.58 -1.42 -5.70 -0.115
H 0.86 2.25 -3.73 0.118
H 0.81 3.03 -5.30 0.121
H 3.33 1.94 -3.95 0.072
H 2.93 3.63 -4.21 0.084
H 3.28 2.57 -5.59 0.082
H -0.48 -1.18 -5.74 0.075
H 0.73 -2.43 -5.32 0.079
H 1.04 -1.31 -6.68 0.073
O 6.08 -3.05 -9.08 -0.277
S 6.89 -2.04 -8.47 0.562
O 8.03 -2.38 -7.68 -0.285
O 5.96 -1.06 -7.64 -0.262
C 5.06 -1.63 -6.65 -0.243
C 5.79 -2.01 -5.38 -0.065
C 7.38 -0.88 -9.70 -0.117
H 4.53 -2.48 -7.07 0.118
H 4.33 -0.86 -6.43 0.098
H 6.47 -2.84 -5.54 0.072
H 5.07 -2.30 -4.61 0.067
H 6.38 -1.17 -5.01 0.086
H 6.51 -0.58 -10.27 0.074
H 8.10 -1.38 -10.34 0.076
H 7.84 -0.02 -9.21 0.068
O 9.58 2.65 -7.82 -0.279
S 10.94 2.54 -7.40 0.563
O 11.96 2.17 -8.33 -0.277
O 11.01 1.58 -6.13 -0.262
C 10.40 0.28 -6.25 -0.243
C 11.27 -0.68 -7.03 -0.071
C 11.42 4.02 -6.58 -0.123
H 9.40 0.37 -6.68 0.107
H 10.27 -0.09 -5.23 0.124
H 11.33 -0.38 -8.08 0.070
H 10.85 -1.69 -7.00 0.076
H 12.28 -0.70 -6.63 0.083
H 10.67 4.28 -5.84 0.076
H 11.50 4.80 -7.34 0.075
H 12.39 3.86 -6.11 0.074
O 5.26 -5.04 -3.36 -0.280
S 4.37 -5.62 -2.41 0.561
O 2.96 -5.62 -2.64 -0.275
O 4.66 -4.99 -0.98 -0.261
C 4.67 -3.55 -0.87 -0.240
C 3.28 -2.97 -0.83 -0.060
C 4.88 -7.26 -2.03 -0.125
H 5.26 -3.12 -1.68 0.110
H 5.19 -3.33 0.07 0.122
H 2.77 -3.10 -1.78 0.071
H 3.32 -1.90 -0.61 0.077
H 2.67 -3.46 -0.06 0.092
H 5.95 -7.25 -1.81 0.073
H 4.68 -7.87 -2.91 0.074
H 4.31 -7.62 -1.18 0.074
O 9.29 1.86 4.12 -0.271
S 8.91 0.68 3.39 0.572
O 8.15 -0.35 4.03 -0.276
O 10.22 0.04 2.74 -0.266
C 11.33 -0.23 3.60 -0.264
C 11.13 -1.49 4.43 -0.076
C 8.10 1.15 1.90 -0.113
H 11.53 0.63 4.23 0.113
H 12.19 -0.36 2.94 0.118
H 10.33 -1.35 5.16 0.071
H 12.04 -1.73 4.97 0.078
H 10.85 -2.33 3.79 0.083
H 8.70 1.90 1.40 0.074
H 7.13 1.56 2.17 0.085
H 7.98 0.26 1.28 0.075
O -16.87 -3.44 0.53 -0.273
S -17.47 -2.85 1.70 0.564
O -16.68 -2.51 2.84 -0.276
O -18.68 -3.77 2.16 -0.264
C -18.42 -5.17 2.37 -0.255
C -17.72 -5.43 3.69 -0.073
C -18.41 -1.45 1.22 -0.121
H -17.86 -5.58 1.54 0.114
H -19.40 -5.66 2.37 0.120
H -16.71 -5.03 3.69 0.070
H -17.66 -6.50 3.88 0.081
H -18.26 -4.95 4.51 0.085
H -19.05 -1.72 0.38 0.074
H -17.71 -0.67 0.93 0.079
H -19.01 -1.12 2.07 0.075



17
Properties=species:S:1:pos:R:3:lowdin_charge:R:1 method="wB97M-V/def2-TZVPD" fmax_ev_per_a=3.39 multiplicity=1 lumo_ev=1.052 total_energy_ha=-305.8746 de_lowest_kj_mol=391.9 homo_ha=-0.2791 orbital_gap_ev=8.646
C 0.12 1.47 -0.24 -0.031
C -0.87 0.57 -0.01 -0.327
C -2.33 0.72 -0.03 -0.073
C 2.42 0.30 0.24 -0.066
C -0.12 -1.86 -0.13 -0.057
N 1.07 0.41 -0.34 -0.142
N 0.08 -0.47 0.24 -0.126
H 0.20 2.45 -0.45 0.070
H -2.81 0.10 -0.84 0.085
H -2.83 0.55 1.01 0.097
H -2.53 1.84 -0.07 0.097
H 2.27 -0.52 0.89 0.048
H 3.28 -0.08 -0.48 0.104
H 2.77 1.22 0.77 0.078
H -1.21 -1.83 -0.13 0.075
H 0.35 -2.25 -1.08 0.096
H 0.13 -2.60 0.65 0.070



68
Properties=species:S:1:pos:R:3:lowdin_charge:R:1 method="wB97M-V/def2-TZVPD" total_charge=-1 fmax_ev_per_a=0.88 multiplicity=1 lumo_ev=2.104 total_energy_ha=-2545.2148 de_lowest_kj_mol=47.1 homo_ha=-0.2039 orbital_gap_ev=7.653
Al -0.06 1.15 -1.50 0.060
C -1.03 -5.50 1.72 -0.053
C -1.51 -4.28 0.99 -0.272
C -1.18 -3.00 1.44 -0.026
C -1.60 -1.87 0.75 -0.041
C -2.34 -2.02 -0.41 -0.260
C -2.69 -3.28 -0.87 -0.057
C -2.28 -4.40 -0.16 -0.041
S -2.86 -0.57 -1.30 0.629
O -3.79 -1.00 -2.31 -0.300
O -3.29 0.41 -0.35 -0.262
N -1.50 -0.02 -2.00 -0.076
C -0.96 -0.55 -3.14 -0.330
C -1.35 -1.66 -3.90 0.004
C -0.56 -2.01 -4.97 -0.058
C 0.57 -1.27 -5.29 -0.067
C 0.88 -0.18 -4.50 -0.087
N 0.13 0.17 -3.46 0.112
H -0.50 -5.24 2.63 0.073
H -0.36 -6.08 1.08 0.082
H -1.87 -6.15 1.99 0.079
H -0.60 -2.88 2.35 0.111
H -1.34 -0.88 1.09 0.090
H -3.31 -3.38 -1.75 0.106
H -2.55 -5.39 -0.52 0.113
H -2.25 -2.20 -3.64 0.091
H -0.82 -2.88 -5.57 0.108
H 1.20 -1.52 -6.13 0.101
H 1.75 0.43 -4.69 0.130
O 6.29 0.43 -2.98 -0.035
C 6.16 1.04 -1.90 -0.717
O 6.95 1.66 -1.18 -0.020
C 4.66 0.95 -1.48 -0.070
C 4.01 -0.29 -1.39 0.007
C 2.64 -0.35 -1.37 -0.082
N 1.88 0.75 -1.44 0.072
C 2.48 1.96 -1.46 -0.136
C 3.85 2.10 -1.46 0.078
C 1.53 3.13 -1.52 -0.497
O 1.86 4.24 -1.20 0.111
O 0.32 2.80 -1.98 0.026
H 4.60 -1.19 -1.38 0.120
H 2.11 -1.29 -1.33 0.123
H 4.30 3.08 -1.49 0.138
N -0.27 1.19 0.29 0.164
C -0.48 1.58 1.46 -0.278
C 0.43 1.16 2.58 -0.155
C 1.16 -0.02 2.46 -0.036
C 2.03 -0.41 3.46 -0.083
C 2.20 0.38 4.58 -0.099
C 1.51 1.58 4.70 -0.086
C 0.62 1.97 3.70 -0.035
C -1.67 2.43 1.81 -0.171
C -2.05 3.44 0.93 -0.016
C -3.18 4.21 1.19 -0.076
C -3.94 3.95 2.32 -0.099
C -3.58 2.93 3.19 -0.090
C -2.44 2.18 2.94 -0.044
H 1.02 -0.62 1.56 0.097
H 2.58 -1.34 3.36 0.099
H 2.88 0.08 5.37 0.096
H 1.65 2.21 5.56 0.099
H 0.10 2.91 3.78 0.115
H -1.46 3.60 0.04 0.111
H -3.46 4.99 0.51 0.101
H -4.83 4.55 2.53 0.095
H -4.19 2.71 4.06 0.096
H -2.17 1.38 3.61 0.115